Entry 1:
The following is a DFT calculation (ωB97M-V/def2-TZVPD) of a cluster of 10 separate species, C31H46BClFN12O3 in total.

Positions of all 95 atoms, in Å:
1 H -2.86 9.60 1.81
2 H 0.62 1.01 -0.08
3 C 2.09 -4.45 -3.30
4 H 1.80 -2.88 1.72
5 H -6.81 7.32 6.87
6 H 2.22 0.60 1.23
7 H -5.00 -7.05 -3.50
8 C 5.37 2.43 -0.63
9 H -8.26 -10.34 -3.14
10 C -4.31 -8.70 -4.67
11 C 3.90 0.16 -0.92
12 N 2.92 1.03 -1.55
13 H 9.73 1.60 4.48
14 H -1.70 -8.47 -4.33
15 C -8.89 -9.64 -2.58
16 C -5.86 3.96 2.26
17 B 6.51 0.04 0.27
18 H -9.57 -9.15 -3.28
19 C -3.79 1.11 0.95
20 C -2.49 0.57 0.12
21 C 4.09 3.07 -1.36
22 H 1.59 -5.37 -3.58
23 C -8.03 -8.61 -1.90
24 C 1.42 4.81 1.28
25 H 10.15 -0.12 4.37
26 C -6.20 8.12 6.45
27 N 1.30 -7.26 -4.54
28 N -6.12 7.90 3.76
29 H -0.65 1.82 -2.37
30 H -4.33 5.30 2.94
31 N 3.77 -1.29 -0.70
32 H 7.13 -1.03 2.23
33 H 1.35 0.88 -3.02
34 H 2.83 6.37 0.88
35 C 10.17 0.83 3.84
36 C 2.09 -2.81 0.59
37 N 0.93 3.99 2.01
38 C 9.39 0.72 2.56
39 C -6.15 8.00 4.95
40 H -1.63 -7.13 -3.16
41 H 2.28 -4.45 -2.22
42 N -6.25 2.87 1.98
43 H 2.45 5.34 -0.52
44 C 1.24 -3.26 -3.67
45 C -0.95 0.95 -1.68
46 H 0.19 -0.74 -0.74
47 C -5.38 5.34 2.62
48 H -1.89 -6.79 -4.88
49 C 1.67 0.31 -2.06
50 N -3.46 -9.25 -5.32
51 H -6.62 9.09 6.73
52 C 0.44 0.37 -1.01
53 C 2.03 5.83 0.36
54 H 2.21 -0.81 2.44
55 N 0.57 -2.32 -3.96
56 C -5.37 -8.02 -3.85
57 H 1.92 -0.77 -2.42
58 H -5.98 5.74 3.44
59 O -1.69 1.55 -0.56
60 C 2.82 -0.34 1.57
61 H 2.74 -3.72 0.33
62 Cl 6.79 3.45 -0.10
63 C -1.37 -7.44 -4.18
64 C -2.71 7.87 3.06
65 N -7.35 -7.78 -1.34
66 H 1.27 6.55 0.04
67 H -5.19 8.04 6.86
68 C 6.42 -1.20 1.32
69 H 1.11 -2.73 -0.04
70 N 8.77 0.63 1.53
71 H -5.46 6.00 1.76
72 H 11.21 1.10 3.63
73 H -1.68 8.40 1.26
74 F 4.14 4.49 -1.61
75 H -6.26 -7.85 -4.46
76 H -4.73 0.84 0.34
77 H 8.22 -0.16 -0.83
78 H -9.47 -10.19 -1.84
79 H 3.05 -4.39 -3.82
80 H -3.82 0.68 2.03
81 C 2.98 -1.45 0.40
82 C -2.10 8.89 2.14
83 H -1.31 9.43 2.66
84 H 3.81 0.05 2.00
85 H -5.63 -8.63 -2.99
86 N 2.93 2.35 -1.77
87 C 5.27 0.84 -0.41
88 H -3.69 2.25 1.07
89 C 0.12 -7.34 -4.38
90 O -2.28 -0.68 0.16
91 H -1.56 0.12 -2.20
92 H 5.38 -1.41 1.75
93 N -3.20 7.06 3.79
94 H 6.80 -2.14 0.78
95 O 7.86 0.46 -0.14

The total charge is +1.

Atomic partial charges in e from the Mulliken method, atoms 1 to 2: 0.2749 0.0759

***

Entry 2:
The following is a DFT calculation (ωB97M-V/def2-TZVPD) of a structure of composition C13H15BBrCl3N5Rb.

Positions of all 39 atoms, in Å:
1 C -0.82 -2.01 2.68
2 H -1.29 2.87 2.67
3 C -2.21 4.22 1.23
4 H -0.03 2.23 -1.94
5 H -2.14 -5.40 -0.30
6 C -0.61 3.14 -1.86
7 Cl 6.68 0.54 -1.07
8 H -1.44 3.05 -2.56
9 H -2.90 4.88 1.73
10 N 1.07 0.00 -2.21
11 C -2.27 -3.86 2.57
12 Cl 7.26 1.39 1.65
13 H -3.44 -5.53 0.88
14 Br 0.12 -0.70 3.70
15 H -3.51 -4.32 -0.40
16 H -1.17 -2.81 -0.43
17 N -0.71 2.67 0.61
18 C -2.84 -4.83 0.30
19 H -2.90 -4.60 3.04
20 C 0.94 0.36 -3.30
21 H -1.69 -2.91 4.43
22 C -1.60 -2.93 3.35
23 H 0.10 0.09 -5.41
24 H 0.01 3.97 -2.19
25 H -2.44 4.91 -0.78
26 C -2.14 -3.85 1.19
27 N -0.66 -1.96 1.38
28 C -1.40 3.23 1.66
29 C -1.09 3.33 -0.46
30 Rb 1.14 0.36 0.44
31 C 5.01 0.22 0.92
32 Cl 7.05 -1.44 1.03
33 C 6.46 0.18 0.64
34 N 3.88 0.25 1.11
35 C -1.31 -2.87 0.65
36 B 0.78 0.89 -4.80
37 H 1.89 1.00 -5.27
38 H 0.22 1.98 -4.72
39 N -2.00 4.28 -0.13

The total charge is 0.

Atomic partial charges in e from the Mulliken method, atoms 1 to 2: 0.1930 0.3831

***

Entry 3:
The following is a DFT calculation (ωB97M-V/def2-TZVPD) of a cluster of 2 separate species, C16H21F3NO6S2 in total.

Positions of all 49 atoms, in Å:
1 C -2.43 0.82 0.06
2 S -1.02 -0.21 2.51
3 H 1.17 -3.43 4.58
4 F 0.12 1.67 3.53
5 C 0.93 -3.14 3.53
6 H -0.87 -4.39 -2.99
7 C -1.32 2.80 -0.49
8 H -4.27 -1.17 0.40
9 S -1.66 -2.82 4.40
10 C -0.03 -2.66 -2.15
11 H 2.96 -2.81 2.87
12 H 0.90 -2.34 -1.68
13 C -0.42 -3.11 3.12
14 O -1.27 1.55 0.21
15 H -0.30 -4.63 -1.34
16 C -0.07 0.36 3.91
17 C -0.07 -4.16 -2.29
18 C -3.37 -1.51 -0.13
19 O -2.88 -3.59 4.22
20 H 0.80 2.73 -0.94
21 H -2.04 3.45 0.02
22 H -3.50 -1.19 2.34
23 H 0.10 4.32 -0.96
24 C -1.31 -0.89 -1.25
25 C -3.38 -0.95 3.41
26 H -3.61 -1.50 -1.21
27 H -4.16 -1.44 3.99
28 C 1.92 -2.69 2.66
29 O -0.94 -2.86 5.65
30 F -0.82 0.39 5.07
31 H -0.02 -1.37 0.35
32 C -2.16 -0.63 0.00
33 N -2.05 -1.29 3.83
34 H -3.15 -2.54 0.19
35 O -3.56 1.30 -0.04
36 H -1.57 2.59 -1.54
37 C 1.53 -2.15 1.45
38 H -3.44 0.14 3.52
39 C 0.07 3.38 -0.42
40 O -1.19 -2.26 -1.36
41 H -1.80 -3.01 1.47
42 F 1.14 -0.22 4.28
43 C 0.21 -2.15 1.07
44 H 0.39 3.58 0.62
45 H 2.21 -1.61 0.78
46 H 0.89 -4.52 -2.66
47 O -0.77 -0.11 -2.00
48 C -0.79 -2.79 1.81
49 H -0.10 -2.13 -3.10

The total charge is -1.

Atomic partial charges in e from the Mulliken method, atoms 1 to 2: 0.0677 -0.0414

***

Entry 4:
The following is a DFT calculation (ωB97M-V/def2-TZVPD) of a cluster of 2 separate species, C2H4OS in total.

Positions of all 8 atoms, in Å:
1 H -1.27 0.61 0.26
2 C -0.09 -1.16 -0.74
3 H -0.18 1.23 -0.98
4 H 0.77 0.55 2.15
5 H 0.84 -1.20 -1.16
6 O -0.83 -1.99 -0.33
7 S 1.10 1.15 0.89
8 C -0.34 0.80 -0.08

The total charge is 0.

Atomic partial charges in e from the Mulliken method, atoms 1 to 2: 0.4208 0.0798

***

Listing orbital gap for the structures above in their given order: 0.2533, 0.3101, 0.2246, 0.3221 hartree.
Listing HOMO level for the structures above in their given order: -11.42, -8.39, -3.99, -8.06 eV.